(1)
# C28H43Ge2HfN2O2S2

A structure of composition C28H43Ge2HfN2O2S2 (ωB97M-V/def2-TZVPD, the Open Molecules 2025 dataset).

Element x y z (Å)
Hf 0.5947 -1.2140 -0.1783
Ge 3.3702 -0.6676 0.3051
Ge 1.5605 1.4076 0.3717
S -0.3713 -2.7287 -1.9419
S 1.1845 -3.4872 0.5019
O -0.1633 -5.1545 -0.8825
O -5.4416 -0.2754 2.0218
N -5.6387 -1.2596 -0.0193
N -1.2088 -1.1633 0.9828
C -4.7180 -1.2883 -2.3366
C -3.5589 -1.3935 1.3469
C 0.6707 1.6294 2.1205
C -2.4973 -0.9963 0.5685
C 0.1412 -3.9254 -0.8134
C -4.9894 -0.9332 1.1031
C 3.6305 3.5376 -0.0181
C 3.3536 2.1152 0.1580
C 4.9308 4.0080 -0.2240
C 4.1872 1.0791 0.2533
C -0.2306 2.3834 -1.6769
C -3.3045 -2.0537 2.5575
C 0.6290 3.0928 2.5886
C -7.0149 -0.7368 -0.1660
C 2.8019 5.8064 -0.1615
C 5.1591 5.3615 -0.3847
C 0.2579 1.0175 -1.1546
C 4.0987 6.2625 -0.3502
C -1.9979 -2.2708 2.9789
C 5.5296 -1.4240 2.0218
C 4.3939 -1.1055 -2.3311
C 4.0596 -1.7798 1.7800
C 2.5764 4.4500 0.0022
C -1.0089 -1.7352 2.1881
C -5.0964 -2.0812 -1.0928
C -0.9898 -5.7365 -1.9582
C 3.1317 -1.4799 -1.5221
C -7.0586 0.7468 -0.4902
H -6.4981 0.9715 -1.3986
H 1.9767 6.5047 -0.1396
H 1.2483 1.0323 2.8290
H -4.0337 -0.4662 -2.1074
H -5.5967 -0.8442 -2.8024
H 4.3618 -1.5725 -3.3147
H 3.9445 -2.8328 1.5176
H 5.2643 1.2179 0.2790
H 2.2665 -1.0999 -2.1043
H 3.4634 -1.5925 2.6744
H 4.4733 -0.0281 -2.4672
H 0.6112 2.9618 -2.0558
H 0.0092 3.7126 1.9407
H 5.7682 3.3240 -0.2678
H -0.3029 -6.0682 -2.7315
H -4.2470 -2.6503 -0.7078
H -4.2516 -1.9400 -3.0765
H 4.2858 7.3201 -0.4760
H 6.1421 -1.5669 1.1308
H 1.6264 3.5271 2.6390
H 1.5517 4.1111 0.1560
H -8.0902 1.0548 -0.6540
H -4.1485 -2.3683 3.1602
H -1.6956 -4.9953 -2.3211
H -1.4882 -6.5739 -1.4842
H 5.2929 -1.4640 -1.8298
H 0.0230 -1.7942 2.5300
H 0.7322 0.4608 -1.9867
H -5.8559 -2.8203 -1.3533
H 6.1661 5.7219 -0.5429
H -6.6600 1.3368 0.3329
H -0.6571 0.4668 -0.8304
H -7.4834 -1.3242 -0.9551
H -0.9399 2.2398 -2.4913
H -7.5447 -0.9442 0.7631
H -2.6518 -0.5308 -0.3974
H -0.7282 2.9444 -0.8859
H 5.9321 -2.0732 2.7990
H -1.7573 -2.7735 3.9038
H 0.1956 3.1354 3.5872
H 5.6433 -0.3952 2.3616
H 3.0249 -2.5612 -1.4495
H -0.3448 1.2285 2.0787

Forces on atoms 1 to 6 (eV/Å):
0.18 0.30 -0.62
-0.19 0.32 0.38
0.50 -0.66 1.17
-0.04 -0.01 -0.33
0.14 -0.66 0.24
-0.06 -0.01 0.01

Values from the calculation:
Net charge: +3
Spin multiplicity: 1
Molar mass (g/mol): 827.508

---

(2)
# C3H4O4Rb

A structure of composition C3H4O4Rb (ωB97M-V/def2-TZVPD, the Open Molecules 2025 dataset).

Element x y z (Å)
Rb 2.7377 -0.1722 -0.6153
O -2.2003 -1.0405 0.7502
O -0.2197 -0.0665 1.1917
O -2.4226 1.3373 0.6979
O -0.8919 -0.2272 -0.9149
C -3.4493 -0.7329 0.1524
C -3.5782 0.8026 0.1641
C -1.1939 -0.1470 0.3473
H -3.4485 -1.1043 -0.8865
H -3.7132 1.1102 -0.8990
H -4.2529 -1.2129 0.7312
H -4.4761 1.0899 0.7529

Forces on atoms 1 to 6 (eV/Å):
-1.74 0.06 0.45
-1.32 -0.34 0.43
-0.18 0.48 0.35
-0.25 -0.40 -0.53
-0.71 0.82 -0.21
0.79 -0.41 -0.03

Values from the calculation:
Net charge: -1
Spin multiplicity: 1
Molar mass (g/mol): 189.529

---

(3)
# C17H40N4O5P

A cluster of 2 separate species, C17H40N4O5P in total (ωB97M-V/def2-TZVPD, the Open Molecules 2025 dataset).

Element x y z (Å)
P 3.3071 -2.7386 1.9160
O -7.0270 1.9173 -0.0631
O -1.8603 1.4044 -3.3424
O 0.6490 1.3183 -3.2959
O 2.2472 -1.7906 1.3034
O -7.3508 -0.5032 -0.2001
N 4.5255 -3.8285 2.6203
N 2.5812 -2.8263 3.4509
N -2.1625 4.9215 -1.1902
N 2.8742 -4.0276 0.8767
C 4.6726 -5.2570 2.3531
C 1.2342 0.9861 -0.7555
C -0.6565 1.9681 -3.4642
C -0.7197 4.4192 -1.2863
C 3.4067 -3.8439 -0.4804
C 1.4934 -4.4815 0.7624
C -6.6426 0.5287 0.2804
C -4.5650 3.8995 -0.6713
C -0.6650 3.5771 -3.9220
C -0.0554 4.5829 -2.7814
C 5.8470 -3.1966 2.5859
C 0.6787 0.3719 -2.1743
C 1.8349 -3.9498 3.9830
C -6.5034 2.0886 -1.4569
C -3.1684 3.8180 -1.5671
C 1.9926 -1.5859 3.9629
C -5.8983 3.6081 -1.6148
H -0.3286 -0.1786 -1.9509
H 4.4819 -3.6355 -0.4408
H -5.6398 3.8604 -2.7462
H 6.5604 -3.7165 3.2337
H 1.1025 -4.8262 1.7159
H 6.2449 -3.1750 1.5648
H 0.9949 -1.4161 3.5489
H -2.3198 5.8026 -1.7359
H 1.2311 2.1587 -0.6914
H -7.4270 1.9627 -2.1988
H 1.1232 4.5220 -2.7950
H -0.3165 5.6929 -3.1338
H 1.9129 -1.6022 5.0560
H -5.6908 0.3796 0.9691
H -1.7821 3.8960 -4.1490
H 2.2879 -4.9118 3.7418
H 0.7982 -3.9559 3.6360
H -2.6753 2.7736 -1.2717
H 0.8273 -3.7080 0.3675
H -4.4610 3.1209 0.2049
H 5.7835 -2.1643 2.9437
H 5.3499 -5.7103 3.0869
H -2.3450 5.1484 -0.1806
H 2.9234 -3.0070 -0.9952
H 1.8138 -3.9114 5.0801
H 0.7210 0.4729 0.1923
H -0.0687 5.1123 -0.5648
H -3.4456 3.8902 -2.7033
H -0.5989 3.3257 -0.8877
H 2.6207 -0.7251 3.7090
H 3.7314 -5.8048 2.4528
H -4.6356 4.9791 -0.2250
H -6.7296 4.3940 -1.3032
H 2.3818 0.6662 -0.6764
H -5.6807 1.2556 -1.6395
H -0.0699 3.6963 -4.9373
H 1.4525 -0.4833 -2.4834
H 5.0861 -5.4525 1.3579
H 3.2848 -4.7481 -1.0867
H 1.4313 -5.3577 0.1059

Forces on atoms 1 to 6 (eV/Å):
-6.01 -3.97 0.97
2.23 -3.05 -0.62
7.55 2.83 -0.18
-4.10 1.70 0.87
2.97 2.30 -0.27
4.95 6.97 3.33

Values from the calculation:
Net charge: +1
Spin multiplicity: 1
Molar mass (g/mol): 411.504

---

For the records above, the corresponding electronic energy values read -172791.19007; -12018.77411; -43747.81245 eV.
For the records above, the corresponding ΔE to the lowest compared entry with this formula, charge and spin values read 0.0; 83.1; 287.1 kcal/mol.
For the records above, the corresponding lowest unoccupied orbital energy values read -10.64; 0.86; -3.15 eV.